73
Properties=species:S:1:pos:R:3:forces:R:3 method="wB97M-V/def2-TZVPD" gap_ha=0.3692 total_energy_ha=-2281.1942 lumo_ev=0.42
C 0.6387 6.2797 -6.4233 -0.23 -0.12 0.14
C 0.9000 6.7258 -5.3349 -0.20 -0.28 0.52
Si 1.0420 7.1234 -3.5330 -0.26 0.90 -0.32
C -0.0393 8.5897 -3.0989 0.01 -0.40 1.44
C 0.0863 8.7495 -1.5615 0.35 1.87 -0.09
C 1.1406 9.7561 -1.1207 0.15 -3.24 -0.06
O 1.2729 8.2500 -1.0268 -0.01 -0.18 -0.54
N 0.4787 5.7574 -2.5449 0.72 -0.20 -0.60
C 1.2855 4.8644 -2.4650 0.40 -0.15 0.02
S 2.4250 3.7725 -2.4006 -0.53 0.11 0.14
H 0.3014 5.8243 -7.3256 0.21 0.15 -0.13
H 2.4522 7.4304 -3.2633 0.04 -0.23 -0.03
H -1.0972 8.4229 -3.2980 0.08 0.14 -0.50
H 0.3571 9.4998 -3.5478 -0.32 -0.08 -0.41
H -0.8281 8.6943 -0.9787 0.09 -0.45 0.07
H 1.3762 9.9203 -0.0794 -0.61 1.55 -0.14
H 1.7414 10.0990 -1.9553 0.20 0.55 0.40
O -3.0960 7.1288 -0.4597 -0.07 0.03 0.05
C -2.9329 6.0336 0.0149 0.39 -0.02 0.05
O -3.7574 5.6083 0.9841 -0.34 0.14 -0.08
C -3.7503 4.2474 1.4373 0.06 -0.24 0.19
C -2.7275 4.0332 2.5316 0.10 0.12 0.05
C -1.7683 5.1601 -0.3876 -0.36 -0.31 -0.30
H -3.6099 3.5623 0.6055 0.06 0.01 0.03
H -4.7487 4.0611 1.8310 -0.05 0.20 -0.04
H -1.7142 4.2191 2.1743 0.00 -0.10 -0.04
H -2.7796 3.0103 2.9032 -0.01 -0.01 -0.04
H -2.9104 4.7208 3.3589 -0.06 -0.03 0.00
H -0.9089 5.4052 0.2364 0.01 0.00 0.00
H -1.5252 5.3770 -1.4204 0.05 0.21 0.04
H -1.9763 4.0928 -0.3266 0.09 0.02 0.22
O -2.2481 1.6459 0.4538 -0.07 -0.07 0.02
C -1.2820 0.9352 0.5657 0.31 0.18 0.04
O -1.3394 -0.1135 1.3949 -0.33 -0.14 -0.05
C -0.3332 -1.1369 1.4435 0.28 -0.14 0.11
C 0.7954 -0.7768 2.3813 0.10 0.31 -0.03
C 0.0173 1.2563 -0.1351 -0.12 -0.21 -0.40
H 0.0225 -1.3754 0.4400 -0.01 0.09 -0.02
H -0.8409 -2.0251 1.8132 -0.11 0.08 0.02
H 1.3269 0.1170 2.0487 0.00 -0.04 -0.08
H 1.5045 -1.5992 2.4495 -0.06 -0.05 0.04
H 0.4067 -0.5690 3.3775 -0.02 -0.13 0.02
H 0.6065 1.9189 0.4979 0.03 -0.02 0.02
H -0.2155 1.7724 -1.0639 -0.04 0.14 0.10
H 0.6064 0.3802 -0.3941 0.09 0.02 0.17
O 0.3136 -3.5610 3.7136 0.03 -0.04 -0.09
C -0.3132 -4.5657 3.4953 -0.28 0.08 0.08
O -0.0783 -5.2478 2.3664 0.29 -0.03 -0.06
C -0.6099 -6.5614 2.1046 -0.15 -0.08 -0.32
C -1.9914 -6.4816 1.4867 -0.07 0.17 0.12
C -1.4201 -5.0214 4.4163 0.25 -0.27 0.30
H -0.5953 -7.1747 3.0062 0.00 0.08 0.05
H 0.0858 -7.0292 1.4010 -0.25 0.36 0.41
H -2.7132 -6.0152 2.1593 -0.02 -0.08 0.02
H -2.3512 -7.4797 1.2356 0.03 -0.01 -0.01
H -1.9641 -5.8791 0.5773 0.04 -0.06 -0.03
H -2.3509 -4.5433 4.1137 -0.01 -0.02 -0.03
H -1.1727 -4.7029 5.4260 -0.03 0.18 -0.06
H -1.5542 -6.0999 4.4426 -0.12 0.02 -0.14
O 1.1410 -8.4982 0.7007 0.29 -0.41 -0.27
C 1.8290 -8.3708 -0.2793 0.10 0.29 0.07
O 2.6811 -9.3518 -0.6060 -0.13 -0.33 0.05
C 3.3869 -9.4015 -1.8506 0.23 0.10 -0.16
C 4.6887 -8.6305 -1.7885 -0.02 0.12 0.12
C 1.8205 -7.0962 -1.0900 -0.32 -0.12 -0.29
H 2.7492 -9.0713 -2.6716 -0.02 0.06 0.05
H 3.5928 -10.4566 -2.0218 -0.08 -0.03 0.13
H 4.5187 -7.5686 -1.6096 -0.01 0.01 -0.08
H 5.2398 -8.7383 -2.7229 -0.01 -0.02 0.00
H 5.3072 -9.0012 -0.9713 0.00 -0.06 -0.04
H 2.5437 -6.4020 -0.6637 0.03 -0.01 -0.01
H 0.8285 -6.6553 -1.0223 0.04 0.04 0.17
H 2.0330 -7.2445 -2.1458 0.17 0.03 0.04



82
Properties=species:S:1:pos:R:3:forces:R:3 method="wB97M-V/def2-TZVPD" multiplicity=2 s_squared=0.7679 gap_ha="0.1819 / 0.2782" total_charge=-1 total_energy_ha=-28000.6644 lumo_ev="1.77 / 1.77"
Br -7.7211 -0.9331 -1.2887 -0.47 0.23 -0.11
C -6.4525 -1.2211 -2.7282 1.53 0.85 0.34
C -5.5896 0.0610 -2.8946 -0.73 -0.70 0.13
Br -4.3741 -0.1888 -4.4637 -0.83 0.26 0.95
H -6.9274 -1.4648 -3.6786 -0.14 -0.30 0.45
H -5.8384 -1.9886 -2.2572 -0.04 -0.26 -0.86
H -5.0031 0.2754 -2.0012 0.37 -0.12 -0.35
H -6.2773 0.8950 -3.0349 0.39 0.11 -0.55
Br -0.8686 -1.7829 -4.9869 0.04 -0.12 -0.56
C -1.9679 -1.4610 -6.5703 0.63 0.07 -1.19
C -1.2100 -1.8786 -7.8974 -0.42 -0.15 2.07
Br -2.3278 -1.5443 -9.4728 0.45 -0.14 0.54
H -2.1816 -0.3923 -6.5575 -0.12 -0.19 -0.04
H -2.8707 -2.0577 -6.4400 0.11 0.20 -0.09
H -1.0042 -2.9404 -7.7614 -0.22 -0.06 -0.63
H -0.2357 -1.3967 -7.9781 -0.36 0.33 -0.24
Br -3.0356 -2.9781 4.2274 0.38 -0.63 -0.30
C -1.5997 -4.2167 3.6851 0.96 -0.33 0.70
C -2.0605 -5.6737 3.6413 0.26 0.74 -0.89
Br -0.6052 -6.8334 2.8382 -0.95 0.63 0.74
H -0.8645 -4.1808 4.4890 -0.06 0.38 0.03
H -1.0909 -3.8253 2.8041 -0.54 0.02 -0.25
H -2.8875 -5.7682 2.9376 -0.02 -0.37 0.40
H -2.2487 -6.0008 4.6639 -0.16 -0.37 -0.43
Br 0.6888 3.9034 -1.1338 -0.31 0.77 0.55
C -0.3109 5.1223 0.1228 0.67 -0.53 -0.20
C 0.6084 5.5335 1.2512 0.36 -0.06 -0.16
Br -0.3215 6.7252 2.5529 0.26 -0.51 -0.56
H -1.1358 4.4769 0.4248 -0.12 0.56 -0.05
H -0.5436 6.0170 -0.4545 -0.49 -0.43 -0.03
H 1.4286 6.1091 0.8221 -0.06 0.09 0.31
H 1.0302 4.6996 1.8123 -0.32 0.14 0.03
Br -4.1831 4.8690 6.1054 0.93 -0.37 -0.75
C -2.4094 4.3329 5.3412 1.26 0.79 1.19
C -2.4454 3.1840 4.4049 -0.50 -0.28 -1.38
Br -0.5758 2.6645 3.7205 -1.67 0.56 0.87
H -1.7626 4.2255 6.2120 -0.32 -0.50 0.11
H -1.9248 5.1533 4.8117 -0.70 0.41 -0.03
H -2.9751 3.5774 3.5373 0.34 -0.34 -0.41
H -3.0273 2.3080 4.6916 0.70 -0.15 0.38
O 4.7123 5.3007 -0.8645 1.24 -1.44 0.23
S 5.0436 3.9143 -0.5823 -2.84 -0.18 0.57
O 6.2380 3.4769 0.1310 -1.05 0.63 -1.60
O 3.7652 3.4300 0.3144 -0.14 0.50 -1.09
C 3.9082 2.2411 1.1339 1.13 1.04 0.94
C 2.6004 1.8563 1.8162 -0.11 0.71 -0.29
C 4.5302 2.8795 -2.0555 1.57 0.59 0.76
H 4.6357 2.6848 1.8136 0.04 -1.13 0.84
H 4.4240 1.4615 0.5733 -0.34 -0.22 -0.04
H 2.0762 2.7741 2.0825 -0.10 0.22 -0.33
H 2.7159 1.4076 2.8028 0.50 -0.51 -0.27
H 1.9351 1.2628 1.1891 0.09 -0.03 0.07
H 5.3889 2.8463 -2.7260 0.02 -0.34 0.06
H 3.6941 3.3086 -2.6077 -0.05 0.24 0.66
H 4.2991 1.9215 -1.5898 0.05 -0.04 -0.43
O 2.6947 -5.9085 -1.1138 -0.12 0.41 0.77
S 3.2042 -5.2719 0.0689 -0.35 2.08 -0.69
O 4.4629 -5.7384 0.5813 -0.30 0.49 0.27
O 3.2781 -3.6214 -0.3233 -0.50 -3.47 0.77
C 3.9413 -2.8147 0.6252 0.27 2.79 -1.92
C 3.4891 -1.3546 0.1501 0.68 -1.89 1.07
C 1.9542 -5.1769 1.3798 -0.01 -0.75 -0.87
H 5.0087 -2.9711 0.4693 0.13 0.15 0.33
H 3.7105 -2.8607 1.6895 -0.51 -0.77 -0.11
H 2.3992 -1.3636 0.1357 0.00 0.29 0.48
H 3.7991 -1.0969 -0.8626 0.46 -0.10 0.20
H 3.9436 -0.7619 0.9439 -0.39 0.82 -0.39
H 0.9844 -5.1303 0.8844 0.16 0.00 -0.14
H 1.9963 -4.3240 2.0572 0.56 -0.13 -0.17
H 2.0527 -6.1455 1.8700 -0.04 0.23 0.26
C -1.5554 -0.5114 -1.5716 0.95 -1.10 1.01
C -0.9322 -1.4312 -0.7505 -0.65 1.00 -1.54
C -0.5320 -1.1033 0.5599 -0.58 2.24 -1.03
O -0.0647 -1.9349 1.3268 1.25 -1.98 2.20
C -0.6413 0.3140 0.8988 -0.86 0.16 -0.34
C -1.2920 1.2762 0.1297 0.80 -2.34 0.52
C -1.9431 0.8271 -1.1168 2.13 -1.51 1.55
O -2.7853 1.4637 -1.6999 -2.21 2.13 -1.67
H -1.7058 -0.9001 -2.5679 -0.70 0.71 -0.20
H -0.6909 -2.4092 -1.1400 -0.01 -0.26 0.05
H -0.3047 0.5043 1.9072 0.19 0.38 0.07
H -1.3365 2.2740 0.5405 -0.41 0.19 -0.31



82
Properties=species:S:1:pos:R:3:forces:R:3 method="wB97M-V/def2-TZVPD" e_above_lowest_kj_mol=689.17 gap_ha=0.2597 total_charge=+1 total_energy_ha=-3893.1883 lumo_ev=-4.89
C 3.2536 -0.6416 1.3209 0.05 -1.57 -0.02
N 3.5664 0.6993 0.6935 -0.43 0.53 0.97
C 2.6426 1.8003 1.1782 1.24 1.37 -0.62
N 1.2237 1.3130 1.3850 -2.06 -0.13 2.85
C 0.7606 1.4898 2.8385 -3.54 -2.88 -5.22
N -0.6400 0.9077 2.8423 3.86 0.88 -3.62
I -1.7834 0.8100 4.5563 0.32 0.03 -0.62
C -1.0165 0.4195 1.4601 3.02 1.08 -2.55
C -2.3934 -0.3212 0.9036 -0.25 -1.72 0.45
F -2.6610 -0.0743 -0.5360 0.88 -0.63 5.34
F -3.5902 -0.0604 1.7494 4.10 -0.74 -3.23
F -2.1124 -1.8009 1.0213 -1.19 4.64 -0.41
C 0.2287 0.6925 0.4293 -1.19 0.20 4.50
O 0.4169 0.4216 -1.0044 0.56 0.48 5.03
H 2.5227 -1.2496 0.5998 1.44 1.30 1.55
H 2.7950 -0.5814 2.4020 0.98 -0.16 -2.56
H 4.2386 -1.3089 1.3802 -2.13 1.65 -0.12
H 4.5593 1.0107 0.8990 -1.78 -0.60 -0.32
H 3.0633 2.2581 2.1945 -1.45 -0.98 -1.88
H 2.5751 2.7087 0.4074 0.31 -2.09 1.52
H 1.4080 1.9397 3.7181 -1.45 -1.18 -1.69
H 1.3556 0.0792 -1.1525 -1.25 0.61 0.52
C -1.7109 3.6999 -1.4766 -0.12 -0.16 0.20
C -2.3497 4.9106 -2.1554 -0.34 -0.09 -0.20
C -1.3924 6.0892 -1.9866 -0.58 0.39 -0.02
S 0.2461 5.3881 -1.8621 0.41 0.14 -0.83
O 0.7601 5.6513 -0.5345 0.14 -0.06 -0.17
O 0.9944 5.7089 -3.0611 -0.12 -0.03 0.94
C -0.2627 3.6822 -1.9426 -0.18 -0.49 -0.04
H -2.2273 2.7706 -1.7340 0.06 0.09 0.02
H -1.7537 3.8213 -0.3876 0.00 -0.03 -0.06
H -2.4895 4.6988 -3.2225 0.05 0.01 0.18
H -3.3340 5.1380 -1.7344 0.16 -0.01 -0.09
H -1.4334 6.7667 -2.8432 0.21 -0.06 0.22
H -1.5957 6.6412 -1.0649 0.17 -0.07 -0.12
H 0.3839 3.0692 -1.3125 0.10 0.21 -0.10
H -0.1885 3.3597 -2.9855 0.10 0.08 0.08
C 3.5386 -1.5377 7.3628 0.18 -0.28 0.04
C 4.6050 -0.4621 7.5642 0.05 0.01 0.42
C 4.7827 0.2628 6.2312 0.62 0.24 0.16
S 3.2177 0.1332 5.3794 0.40 -0.55 0.93
O 3.4042 -0.6766 4.1939 -0.19 0.51 0.38
O 2.5888 1.4383 5.3361 -0.27 0.18 -0.77
C 2.4014 -0.8563 6.6164 -0.37 -0.27 0.29
H 3.2001 -1.9573 8.3147 0.02 0.06 -0.19
H 3.9481 -2.3556 6.7580 -0.12 0.07 0.09
H 4.2667 0.2483 8.3283 0.06 -0.11 -0.12
H 5.5511 -0.8900 7.9101 -0.16 0.12 -0.09
H 5.0309 1.3173 6.3767 -0.09 -0.14 -0.23
H 5.5459 -0.2177 5.6129 -0.22 0.08 -0.04
H 1.7173 -1.5606 6.1400 0.05 0.18 -0.10
H 1.8480 -0.1797 7.2745 0.07 -0.01 -0.15
C -0.6904 -1.2111 -5.7495 0.04 -0.29 -0.07
C -0.7004 -1.0144 -4.2343 -0.29 -0.23 0.22
C 0.4100 -0.0220 -3.8933 -0.05 -0.21 0.59
S 0.6121 1.0158 -5.3333 0.13 0.19 -0.49
O 1.9247 0.7743 -5.8946 -0.44 0.36 0.34
O 0.1310 2.3492 -5.0315 0.40 -0.22 -0.01
C -0.5964 0.1854 -6.3460 -0.35 -0.24 -0.31
H -1.5846 -1.7370 -6.0967 0.16 0.07 0.07
H 0.1856 -1.8033 -6.0397 -0.13 0.08 -0.01
H -1.6696 -0.6038 -3.9262 0.11 -0.07 -0.05
H -0.5610 -1.9608 -3.7025 -0.06 0.12 -0.09
H 0.1452 0.5980 -3.0331 0.11 0.03 -0.52
H 1.3592 -0.5319 -3.7071 0.00 0.12 -0.18
H -0.2744 0.1864 -7.3887 0.07 0.18 0.17
H -1.5444 0.7220 -6.2436 0.17 0.01 -0.01
C -4.2515 -4.3460 -0.4511 -0.23 0.09 0.14
C -4.3942 -5.7622 -1.0067 -0.05 -0.26 0.28
C -4.1907 -5.6843 -2.5189 -0.39 -0.58 -0.04
S -3.1244 -4.2802 -2.8079 0.26 -0.11 -0.13
O -3.8719 -3.2762 -3.5354 0.45 -0.19 0.02
O -1.8257 -4.7502 -3.2472 -0.39 0.46 -0.14
C -3.0039 -3.7704 -1.1046 0.02 0.25 0.45
H -4.1711 -4.3440 0.6398 -0.02 0.03 -0.15
H -5.1295 -3.7502 -0.7277 0.13 -0.03 0.05
H -3.6253 -6.4069 -0.5638 -0.11 0.10 -0.06
H -5.3681 -6.1970 -0.7613 0.18 0.05 -0.06
H -3.7147 -6.5880 -2.9078 -0.03 0.28 -0.11
H -5.1347 -5.5060 -3.0411 0.22 0.08 -0.01
H -2.9500 -2.6821 -1.0432 0.06 -0.21 -0.24
H -2.0977 -4.2171 -0.6849 -0.08 0.06 -0.13



72
Properties=species:S:1:pos:R:3:forces:R:3 method="wB97M-V/def2-TZVPD" e_above_lowest_kj_mol=27.09 multiplicity=2 s_squared=0.7519 gap_ha="0.1761 / 0.1331" total_charge=+4 total_energy_ha=-3218.6640 lumo_ev="-14.05 / -15.21"
P 3.8859 -0.8732 -0.2501 3.88 -0.17 -1.97
C 5.2385 -1.2433 0.9276 -0.98 -0.14 1.35
H 6.2033 -1.0705 0.4273 -0.34 -0.08 -0.16
H 5.1455 -2.2829 1.2873 0.18 0.41 -0.17
H 5.1710 -0.5671 1.7977 0.25 -0.29 -0.35
C 4.0837 -2.1252 -1.5773 -1.41 -0.45 0.07
H 4.1881 -1.6505 -2.5632 -0.06 0.03 0.39
H 3.1703 -2.7354 -1.5810 0.35 -0.28 -0.25
H 4.9389 -2.7855 -1.3921 -0.12 0.17 0.25
C 4.5792 0.5651 -1.1723 -1.33 1.04 0.60
H 5.6105 0.3626 -1.4936 -0.21 -0.34 0.21
H 4.5645 1.4601 -0.5362 0.18 -0.09 -0.25
H 3.9548 0.7641 -2.0531 0.41 0.03 0.22
P -1.0678 3.3205 -0.6140 0.35 0.23 -0.83
C -1.1962 3.7644 1.1423 0.23 -0.69 0.14
H -1.6761 4.7505 1.2085 0.06 -0.23 -0.05
H -0.1761 3.8120 1.5473 -0.36 0.05 -0.03
H -1.7695 3.0075 1.6942 0.04 0.37 -0.05
C 0.2411 4.4206 -1.2125 0.19 -0.38 0.03
H 0.5216 4.1824 -2.2436 -0.09 0.33 0.21
H 1.1084 4.3027 -0.5543 -0.06 0.11 -0.21
H -0.1418 5.4429 -1.1431 0.16 -0.01 -0.06
C -2.5896 3.8937 -1.4268 -0.04 -0.39 -0.01
H -2.4143 4.9215 -1.7612 -0.16 -0.13 0.03
H -3.4231 3.8633 -0.7176 0.09 0.05 -0.19
H -2.8306 3.2538 -2.2854 -0.11 0.34 0.21
P -2.6690 -2.2275 -0.1340 0.56 -0.91 -0.31
C -3.4696 -2.9475 1.3517 0.09 0.67 0.20
H -4.1842 -3.7324 1.0701 0.28 0.18 0.15
H -3.9979 -2.1128 1.8357 -0.08 -0.48 0.04
H -2.7062 -3.3455 2.0337 -0.25 0.04 -0.14
C -3.9055 -2.6057 -1.4243 -0.10 0.95 -0.05
H -4.6119 -3.3420 -1.0391 0.04 -0.01 -0.21
H -3.4150 -2.9805 -2.3266 -0.20 0.02 0.06
H -4.4377 -1.6760 -1.6413 -0.28 -0.27 -0.25
C -1.4695 -3.5408 -0.5975 0.05 0.09 0.30
H -2.0446 -4.4392 -0.8400 0.27 -0.02 -0.05
H -0.7834 -3.7650 0.2254 -0.01 0.02 -0.18
H -0.9002 -3.2115 -1.4764 -0.08 -0.31 0.14
V -0.3998 0.7239 -1.4739 -1.04 1.53 10.25
C 0.5392 0.6313 0.6485 -0.53 2.33 -1.16
O 1.1170 1.7037 0.8475 -0.11 -1.45 -0.77
C -2.3149 0.9546 -0.1893 -2.81 -0.07 -2.05
O -3.4499 1.1656 -0.1477 3.30 -0.42 0.43
C -1.5881 0.5617 -3.1118 -1.32 0.68 -2.32
C -1.0473 -0.6879 -2.7623 -0.74 -0.96 -0.93
C 0.3468 -0.8222 -2.6075 1.63 -1.13 -1.68
C 1.1768 0.3024 -2.7419 1.32 -1.60 -1.69
C 0.6285 1.5492 -3.0708 0.77 1.00 -0.15
C -0.7559 1.6793 -3.2458 -1.44 0.81 -2.26
H -2.6484 0.6484 -3.3390 0.13 0.03 0.19
H -1.6922 -1.5671 -2.7870 0.18 0.32 0.46
H 0.7823 -1.8254 -2.5141 -0.17 0.52 0.33
H 2.2636 0.1847 -2.6859 -0.63 0.02 0.13
H 1.2575 2.4229 -3.2513 -0.10 -0.28 0.39
H -1.1604 2.6362 -3.5787 0.07 -0.32 0.08
C -2.2585 -0.9759 4.1902 -0.81 -0.33 0.45
N -0.9284 -0.8350 3.5981 -0.03 -0.59 -0.92
C 0.0796 -1.6718 4.0076 0.13 0.45 -0.08
C 1.3637 -1.4904 3.5768 -0.27 -0.29 0.63
C 1.5185 -0.4209 2.6773 -0.07 0.60 -0.64
N 0.4350 -0.2557 1.7972 0.61 0.82 1.06
C -0.8269 -0.2030 2.3894 -2.11 0.48 -1.03
O -1.7843 0.3643 1.8106 1.95 -1.13 1.92
N 2.5278 0.4292 2.6116 0.98 -0.39 -0.69
H -2.8161 -0.0367 4.1770 0.33 -0.11 -0.04
H -2.1239 -1.3067 5.2213 -0.09 0.16 -0.10
H -2.8296 -1.7390 3.6483 0.15 0.27 0.15
H -0.2501 -2.4030 4.7379 0.43 0.05 0.15
H 2.2087 -1.9976 4.0297 -0.17 0.07 0.05
H 2.5036 1.2144 1.9249 -0.13 -0.73 1.00
H 3.4008 0.2389 3.1208 -0.77 0.19 -0.01